C8H20F2Li2NO8S2 | ωB97M-V/def2-TZVPD

As for the LUMO energy: -3.10 eV. Its net charge is +1. For the energy above the lowest of the compared OMol25 structures with the same formula, charge and spin, the calculation gives 0.00 kJ/mol. The calculation puts the HOMO energy at -13.63 eV.

Cartesian coordinates (Å):
Li (-5.061, -8.572, -14.469)
Li (-5.898, -7.372, -11.835)
N (-4.838, -6.956, -13.333)
S (-5.233, -5.767, -14.349)
O (-5.436, -6.348, -15.633)
O (-4.605, -4.523, -14.168)
F (-6.724, -5.561, -13.824)
S (-3.236, -6.590, -12.953)
O (-3.115, -5.894, -11.732)
O (-2.434, -6.357, -14.080)
F (-2.947, -8.120, -12.573)
C (-4.617, -10.757, -12.733)
O (-5.779, -9.934, -12.839)
C (-6.771, -10.257, -11.865)
C (-7.971, -9.404, -12.106)
O (-7.663, -8.052, -11.787)
C (-8.824, -7.222, -11.724)
H (-4.809, -11.747, -13.145)
H (-4.276, -10.811, -11.696)
H (-3.796, -10.273, -13.268)
H (-6.359, -10.126, -10.861)
H (-7.070, -11.308, -11.964)
H (-8.824, -9.757, -11.515)
H (-8.316, -9.485, -13.144)
H (-9.397, -7.284, -12.652)
H (-8.503, -6.203, -11.546)
H (-9.477, -7.558, -10.913)
C (-3.840, -8.332, -9.525)
O (-5.139, -8.117, -10.076)
C (-6.026, -7.467, -9.177)
C (-5.978, -5.975, -9.330)
O (-6.359, -5.565, -10.634)
C (-5.900, -4.219, -10.848)
H (-3.224, -8.812, -10.278)
H (-3.918, -9.011, -8.672)
H (-3.385, -7.389, -9.222)
H (-5.805, -7.703, -8.130)
H (-7.038, -7.846, -9.337)
H (-4.949, -5.648, -9.117)
H (-6.605, -5.479, -8.580)
H (-6.296, -3.890, -11.804)
H (-4.809, -4.197, -10.880)
H (-6.251, -3.576, -10.041)

***

C8H20F2N5O8S2Tl | ωB97M-V/def2-TZVPD

As for the LUMO energy (alpha / beta): -2.66 / -8.42 eV. Its net charge is +1. Its multiplicity is 2. The calculation puts the HOMO energy (alpha / beta) at -12.48 / -12.36 eV.

Cartesian coordinates (Å):
Tl (-0.750, 1.445, -0.928)
N (-0.693, -1.356, -1.475)
S (-1.394, -2.522, -0.852)
O (-0.455, -3.572, -0.375)
O (-2.747, -2.909, -1.274)
F (-1.742, -1.722, 0.475)
S (-0.026, -2.097, -2.858)
O (-0.041, -3.571, -3.191)
O (1.218, -1.375, -3.182)
F (-1.057, -1.526, -3.901)
O (1.561, 0.018, 0.141)
C (2.444, -0.611, 0.777)
N (2.926, -0.305, 1.936)
C (2.855, -1.964, 0.169)
H (3.609, -0.996, 2.214)
H (2.924, 0.604, 2.375)
H (1.997, -2.575, -0.109)
H (3.380, -2.645, 0.839)
H (3.480, -1.801, -0.709)
O (-2.738, 0.608, -2.837)
C (-3.441, 0.143, -3.710)
N (-3.838, -1.106, -3.703)
C (-3.943, 0.911, -4.964)
H (-4.285, -1.514, -4.511)
H (-3.541, -1.805, -3.038)
H (-5.024, 0.881, -4.830)
H (-3.388, 0.436, -5.773)
H (-3.656, 1.937, -4.732)
O (-1.109, 0.582, 1.910)
C (-0.775, 0.146, 3.032)
N (-0.494, 1.026, 3.951)
C (-0.525, -1.311, 3.299)
H (-0.831, 1.974, 3.866)
H (-0.122, 0.659, 4.815)
H (0.236, -1.740, 2.647)
H (-1.496, -1.806, 3.296)
H (-0.170, -1.477, 4.316)
O (0.923, 2.660, 1.185)
C (1.932, 3.164, 1.752)
N (2.315, 2.639, 2.920)
C (2.816, 4.190, 1.146)
H (3.138, 2.999, 3.382)
H (1.639, 2.073, 3.412)
H (2.459, 5.100, 1.628)
H (2.559, 4.089, 0.091)
H (3.868, 4.022, 1.377)

***

C8H20N2 | ωB97M-V/def2-TZVPD

As for the LUMO energy: 0.88 eV. Its net charge is 0. For the energy above the lowest of the compared OMol25 structures with the same formula, charge and spin, the calculation gives 327.67 kJ/mol. The calculation puts the HOMO energy at -6.62 eV.

Cartesian coordinates (Å):
C (-0.293, -0.177, 0.618)
C (0.475, -0.171, -0.612)
C (1.426, 0.635, 1.526)
C (-0.927, -1.141, -1.707)
C (1.651, -1.104, -0.772)
C (0.569, 1.135, -1.375)
C (0.929, 1.568, 2.607)
C (-2.339, -0.608, -1.782)
N (-0.554, -1.365, 1.303)
N (-1.324, 0.749, 0.758)
H (-1.534, -1.600, 1.366)
H (-0.017, -2.161, 0.996)
H (-1.060, 1.699, 0.551)
H (-1.817, 0.679, 1.637)
H (2.222, 1.097, 0.943)
H (1.835, -0.282, 1.949)
H (-0.430, -1.097, -2.677)
H (-0.896, -2.170, -1.344)
H (2.158, -1.435, 0.133)
H (2.461, -0.672, -1.360)
H (1.410, -2.039, -1.279)
H (-0.410, 1.593, -1.507)
H (0.986, 0.940, -2.362)
H (1.229, 1.850, -0.881)
H (0.128, 1.101, 3.184)
H (0.551, 2.504, 2.179)
H (1.721, 1.861, 3.308)
H (-2.967, -1.187, -2.471)
H (-2.360, 0.428, -2.127)
H (-2.822, -0.629, -0.803)

***

C8H20N2O2Se2TeW | ωB97M-V/def2-TZVPD

As for the LUMO energy (alpha / beta): -8.38 / -9.01 eV. Its net charge is +2. For the energy above the lowest of the compared OMol25 structures with the same formula, charge and spin, the calculation gives 5.99 kJ/mol. The calculation puts the HOMO energy (alpha / beta) at -15.42 / -15.10 eV.

Cartesian coordinates (Å):
W (-1.288, -0.356, -0.581)
N (-2.572, -1.287, 1.144)
C (-2.054, -1.820, 2.442)
C (-1.186, -3.029, 2.195)
C (0.020, -2.713, 1.342)
N (-0.360, -2.328, -0.058)
H (-3.235, -0.540, 1.344)
H (-3.142, -2.014, 0.718)
H (-2.906, -2.074, 3.072)
H (-1.495, -1.031, 2.940)
H (-1.774, -3.833, 1.736)
H (-0.841, -3.423, 3.151)
H (0.680, -3.577, 1.272)
H (0.585, -1.885, 1.763)
H (-0.929, -3.075, -0.459)
H (0.477, -2.341, -0.633)
O (2.369, 3.786, -0.491)
C (2.591, 2.594, -1.209)
C (1.335, 1.702, -1.036)
C (0.177, 2.485, -1.618)
O (-1.073, 1.771, -1.399)
C (1.650, 0.419, -1.819)
Se (0.134, -0.676, -2.488)
C (1.192, 1.480, 0.472)
Se (-0.510, 0.890, 1.302)
H (3.130, 4.373, -0.568)
H (3.467, 2.050, -0.841)
H (2.737, 2.789, -2.277)
H (0.311, 2.629, -2.692)
H (0.104, 3.453, -1.128)
H (-1.816, 2.286, -1.717)
H (2.327, -0.230, -1.269)
H (2.126, 0.674, -2.767)
H (1.377, 2.419, 0.990)
H (1.911, 0.741, 0.820)
Te (-3.522, -0.310, -1.652)